Entry 1:
{"formula": "C6H34O11", "method": "wB97M-V/def2-TZVPD", "de_lowest_ev": 2.728, "lumo_ev": -0.12, "largest_force_ev_per_a": 1.70, "homo_lumo_gap_ha": 0.33144, "energy_ha": -1076.59559, "charge": 0, "smiles": "CCO.CCO.CCO.O.O.O.O.O.O.O.O", "species": ["C", "C", "O", "H", "H", "H", "H", "H", "H", "C", "C", "O", "H", "H", "H", "H", "H", "H", "C", "C", "O", "H", "H", "H", "H", "H", "H", "O", "H", "H", "O", "H", "H", "O", "H", "H", "O", "H", "H", "O", "H", "H", "O", "H", "H", "O", "H", "H", "O", "H", "H"], "positions_angstrom": [[11.15337, 4.05349, 13.21557], [10.24547, 4.68201, 14.23011], [9.47162, 3.63551, 14.82062], [11.75512, 4.77986, 12.66934], [10.62620, 3.37578, 12.54408], [11.99494, 3.48816, 13.61590], [9.61888, 5.42094, 13.73064], [10.78722, 5.15397, 15.04978], [8.54590, 3.79528, 14.62283], [10.71931, 3.30988, 5.73072], [10.85613, 4.55930, 6.63921], [11.42100, 4.04816, 7.89832], [10.44812, 3.59526, 4.71431], [9.86031, 2.73498, 6.07670], [11.64439, 2.76287, 5.54871], [9.85141, 4.93943, 6.82392], [11.41067, 5.34031, 6.11903], [11.86416, 4.75084, 8.37940], [7.90673, -0.15312, 11.52452], [8.61993, -1.47677, 11.50645], [10.03592, -1.42772, 11.47618], [8.20182, 0.39356, 10.62887], [7.96401, 0.37765, 12.47484], [6.83284, -0.33073, 11.46709], [8.31695, -2.07954, 10.65031], [8.42779, -1.93552, 12.47636], [10.27249, -0.72180, 10.87012], [6.96505, 5.64402, 8.65906], [7.26222, 5.72793, 9.56508], [7.30239, 4.79495, 8.37351], [11.76330, 1.16014, 7.65455], [11.58190, 2.09956, 7.62561], [11.63254, 0.86262, 6.75421], [8.63364, 5.48145, 10.81809], [9.32493, 6.14322, 10.83817], [9.09530, 4.64902, 10.91896], [6.93053, 3.39107, 11.66844], [6.82730, 3.95259, 12.43672], [7.39933, 3.93461, 11.03517], [8.94121, 0.57550, 7.45871], [8.77725, -0.30110, 7.11097], [9.86424, 0.56447, 7.71191], [9.85244, 3.00446, 9.83434], [10.40566, 3.45394, 9.19548], [9.02767, 2.85263, 9.37289], [7.45965, 2.75025, 8.47922], [6.63076, 2.39536, 8.80048], [7.88410, 2.01141, 8.04311], [11.32105, 0.72806, 10.21257], [11.08125, 1.63626, 10.39669], [11.56152, 0.72644, 9.28607]], "forces_ev_per_angstrom": [[1.4, -0.1, -0.4], [0.0, -0.6, 0.2], [-0.4, 0.2, 0.1], [-0.5, 0.5, -0.5], [-0.1, 0.2, -0.1], [-0.4, -0.4, 0.7], [-0.2, 0.1, 0.1], [0.2, 0.2, -0.2], [0.0, -0.1, 0.1], [-0.5, 1.2, -0.5], [-0.3, -1.6, -0.4], [0.1, 0.8, -1.1], [-0.2, 0.4, 0.0], [0.4, -0.5, 0.1], [0.0, -0.1, 0.6], [0.0, 0.1, 0.2], [0.6, -0.1, 0.6], [0.1, 0.2, 0.0], [-0.6, -0.1, -0.3], [0.6, -0.4, 1.0], [-0.2, 0.2, 0.1], [0.0, 0.6, 0.3], [0.8, 0.3, -0.3], [-0.2, -0.2, -0.4], [-0.6, -0.2, 0.1], [-0.4, -0.7, -0.3], [0.6, 0.5, -0.1], [-0.5, 0.4, -0.5], [0.2, 0.0, 0.2], [0.0, -0.4, 0.0], [0.0, -0.6, -0.4], [0.1, 0.7, 0.2], [0.2, -0.2, -0.3], [-0.1, 0.5, 0.5], [0.1, 0.3, 0.0], [0.6, -0.7, -0.1], [-0.2, -0.5, 0.0], [-0.1, 0.2, 0.1], [-0.2, 0.1, -0.1], [-0.4, 0.1, -0.3], [-0.3, -0.2, -0.1], [0.6, 0.2, 0.5], [0.3, 0.3, 1.0], [0.2, 0.3, -0.5], [-0.8, -0.2, -0.1], [0.0, 0.5, 0.0], [-0.3, 0.0, 0.3], [0.3, -0.8, -0.5], [0.3, -0.7, 0.7], [-0.5, 0.2, 0.1], [0.2, -0.1, -0.2]]}

***

Entry 2:
{"formula": "C30H35BrCoN6O3", "method": "wB97M-V/def2-TZVPD", "de_lowest_ev": 0.212, "lumo_ev": [-5.58, -5.59], "largest_force_ev_per_a": 0.47, "homo_lumo_gap_ha": [0.27691, 0.27650], "energy_ha": -5674.83091, "s2": 3.76, "spin_multiplicity": 4, "charge": 2, "species": ["Co", "C", "C", "N", "C", "C", "C", "C", "C", "C", "C", "N", "C", "C", "N", "N", "H", "H", "H", "H", "H", "H", "H", "H", "H", "H", "H", "H", "H", "H", "H", "H", "H", "H", "O", "C", "C", "C", "N", "C", "Br", "C", "H", "H", "H", "H", "C", "O", "C", "C", "C", "C", "C", "C", "N", "C", "C", "C", "C", "C", "C", "C", "O", "H", "H", "H", "H", "H", "H", "H", "H", "H", "H", "H", "H", "H"], "positions_angstrom": [[-0.72620, 0.24700, 0.37584], [-2.06978, 2.88187, -0.46058], [-2.98345, 1.82549, -1.04869], [-2.94191, 0.61141, -0.20945], [-3.76696, 0.67977, 1.00880], [-2.97567, 0.96018, 2.26779], [-3.62303, 1.23610, 3.45918], [-2.86271, 1.54188, 4.57689], [-1.48249, 1.59902, 4.45966], [-0.90506, 1.30363, 3.23739], [0.59408, 1.38161, 3.03504], [0.97786, 1.14112, 1.64199], [1.39358, 2.33058, 0.87934], [0.18611, 3.15245, 0.48844], [-0.71275, 2.32726, -0.33771], [-1.64058, 0.95440, 2.17734], [-2.41369, 3.14922, 0.54077], [-2.08969, 3.78924, -1.06695], [-2.62542, 1.54987, -2.04239], [-3.99812, 2.21328, -1.15313], [-3.28940, -0.15592, -0.76545], [-4.29395, -0.26695, 1.13695], [-4.53588, 1.45052, 0.91146], [-4.70741, 1.22307, 3.50461], [-3.34262, 1.75556, 5.52434], [-0.85821, 1.87306, 5.30225], [1.06742, 0.63728, 3.67723], [0.94268, 2.35782, 3.38344], [1.73775, 0.47679, 1.60855], [1.89146, 1.96699, -0.02086], [2.10499, 2.94705, 1.43550], [0.49348, 4.06589, -0.02395], [-0.36529, 3.45183, 1.38322], [-0.31121, 2.23091, -1.26765], [-2.31647, -5.90907, 0.23684], [-2.09905, -4.60167, 0.35285], [-2.07600, -3.91206, 1.56158], [-1.81486, -2.56346, 1.53780], [-1.58673, -1.85609, 0.42059], [-1.66744, -2.53557, -0.73030], [-1.55757, -1.55919, -2.35513], [-1.90177, -3.88372, -0.82740], [-2.47869, -6.33171, 1.08732], [-2.25228, -4.42192, 2.50243], [-1.76424, -2.00416, 2.46573], [-1.95727, -4.39248, -1.77983], [1.37863, 2.23249, -5.14771], [1.55312, 1.14969, -4.22860], [2.35112, 1.36193, -3.15120], [2.87301, 2.59107, -2.77661], [3.69462, 2.67660, -1.66080], [4.01160, 1.53926, -0.92902], [3.51441, 0.30607, -1.32185], [2.67399, 0.21786, -2.41931], [2.24824, -1.01437, -2.99702], [2.12212, -2.21575, -2.49141], [2.05520, -2.63379, -1.13970], [2.47515, -3.96220, -0.86253], [2.46242, -4.46781, 0.40417], [1.99087, -3.65242, 1.45062], [1.51581, -2.38800, 1.20989], [1.48922, -1.82851, -0.09463], [0.98349, -0.66923, -0.32887], [2.33867, 2.60989, -5.49830], [0.81578, 3.04667, -4.68786], [0.82060, 1.83210, -5.98673], [2.65049, 3.48006, -3.35400], [4.10689, 3.63792, -1.37724], [4.68080, 1.60195, -0.07959], [3.80437, -0.59174, -0.78991], [2.11012, -0.93706, -3.99675], [2.07720, -2.99704, -3.24680], [2.85841, -4.56284, -1.68338], [2.82040, -5.46931, 0.60507], [1.99392, -4.03557, 2.46623], [1.13380, -1.77608, 2.02214]], "forces_ev_per_angstrom": [[0.1, 0.1, 0.3], [0.0, -0.1, 0.0], [0.1, -0.1, 0.2], [0.0, 0.3, 0.0], [0.1, 0.0, 0.0], [0.1, 0.0, 0.0], [-0.1, 0.0, 0.0], [0.0, 0.0, 0.0], [0.0, 0.0, 0.1], [0.1, 0.0, -0.1], [-0.1, -0.1, -0.1], [-0.1, 0.2, 0.1], [-0.2, -0.1, 0.0], [0.0, -0.1, 0.1], [0.2, -0.1, -0.1], [-0.2, -0.2, 0.0], [0.0, 0.0, 0.0], [0.0, 0.0, 0.0], [0.0, 0.0, 0.0], [-0.1, 0.0, 0.0], [0.1, -0.1, -0.1], [0.0, 0.0, 0.0], [-0.1, 0.0, 0.0], [0.1, 0.0, 0.0], [0.0, 0.0, -0.1], [0.0, 0.0, 0.0], [0.0, 0.0, 0.0], [0.0, 0.0, 0.0], [0.0, -0.1, -0.1], [-0.1, 0.1, 0.1], [0.0, 0.0, 0.0], [0.0, 0.0, 0.0], [-0.1, 0.0, 0.0], [0.1, 0.2, -0.1], [0.0, 0.0, -0.1], [0.0, 0.0, 0.0], [-0.1, -0.1, 0.2], [0.2, 0.2, 0.0], [0.0, -0.1, -0.3], [-0.1, 0.0, 0.4], [0.2, 0.1, 0.1], [0.0, -0.2, -0.1], [0.0, 0.0, 0.1], [0.0, 0.1, -0.1], [0.0, 0.0, 0.0], [0.0, 0.1, 0.0], [0.0, 0.0, 0.0], [0.0, 0.1, -0.1], [-0.1, 0.0, -0.2], [-0.1, 0.2, 0.1], [0.1, -0.1, 0.0], [0.2, 0.0, -0.2], [0.0, -0.1, 0.1], [0.0, -0.2, 0.0], [0.0, 0.1, 0.2], [0.0, 0.0, 0.1], [-0.1, 0.1, 0.0], [0.0, -0.1, -0.1], [0.0, -0.1, 0.0], [0.0, 0.1, 0.0], [-0.1, 0.0, 0.1], [0.2, 0.0, 0.0], [-0.4, 0.0, -0.3], [0.1, 0.0, 0.0], [0.0, 0.0, 0.0], [0.0, 0.0, 0.0], [0.0, -0.1, 0.1], [0.0, -0.1, 0.0], [0.0, 0.0, 0.0], [0.0, 0.0, 0.0], [0.0, 0.0, -0.1], [0.0, 0.0, 0.0], [-0.1, 0.0, 0.1], [0.0, 0.1, 0.0], [0.0, 0.0, -0.1], [0.0, -0.1, 0.0]]}

***

Entry 3:
{"formula": "C49H80N3NiP", "method": "wB97M-V/def2-TZVPD", "lumo_ev": [0.40, -0.89], "largest_force_ev_per_a": 2.58, "homo_lumo_gap_ha": [0.24293, 0.20208], "energy_ha": -3928.75336, "s2": 2.03, "spin_multiplicity": 3, "charge": 0, "species": ["Ni", "C", "C", "C", "C", "C", "C", "C", "C", "C", "C", "C", "C", "C", "C", "C", "C", "C", "H", "H", "H", "H", "H", "H", "H", "H", "H", "H", "H", "H", "H", "H", "H", "H", "H", "H", "H", "H", "H", "H", "H", "H", "H", "H", "H", "H", "H", "C", "C", "C", "C", "C", "C", "C", "C", "N", "C", "C", "C", "C", "N", "C", "C", "C", "C", "C", "C", "C", "C", "H", "H", "H", "H", "H", "H", "H", "H", "H", "H", "H", "H", "H", "H", "H", "H", "H", "H", "H", "H", "H", "H", "H", "H", "C", "C", "C", "C", "P", "N", "C", "C", "C", "C", "C", "C", "C", "C", "H", "H", "H", "H", "H", "H", "H", "H", "H", "H", "H", "H", "H", "H", "H", "H", "H", "H", "H", "H", "H", "H", "H", "H", "H", "H", "H"], "positions_angstrom": [[-3.74759, -15.95267, 7.49059], [-2.78389, -17.94101, 5.89172], [-1.46372, -17.61500, 6.26239], [-1.37809, -16.16862, 6.27533], [-2.69940, -15.67460, 5.81766], [-3.55246, -16.76261, 5.57806], [-4.79444, -16.78445, 4.67554], [-4.28267, -16.96402, 3.23298], [-5.49846, -15.38999, 4.67423], [-5.80414, -17.96142, 5.04903], [-0.33229, -15.17422, 6.66893], [0.58188, -14.84372, 5.47304], [-1.04322, -13.84644, 7.06441], [0.50776, -15.49111, 7.94692], [-0.32589, -18.62214, 6.58200], [-0.85122, -19.96442, 5.97569], [-0.00271, -18.82039, 8.11341], [0.97780, -18.21324, 5.91278], [-3.12794, -18.96034, 5.84521], [-2.77246, -14.67824, 5.38420], [-3.34464, -16.39211, 3.09128], [-5.07455, -16.60496, 2.57935], [-4.21849, -18.05504, 3.10216], [-4.92106, -14.52365, 4.33363], [-6.03444, -15.17246, 5.60553], [-6.33315, -15.51456, 3.95135], [-5.25582, -18.92844, 4.95956], [-6.59231, -17.93777, 4.34043], [-6.18919, -17.89323, 6.10069], [0.07330, -15.25284, 4.56814], [1.47121, -15.42846, 5.57179], [0.82933, -13.76955, 5.34700], [-1.49757, -13.32943, 6.23782], [-0.31116, -13.13285, 7.45408], [-1.82395, -13.95761, 7.86889], [1.11255, -16.36967, 7.85932], [-0.12930, -15.65345, 8.81152], [1.08927, -14.58120, 8.16326], [-1.74085, -20.32472, 6.54993], [-0.11344, -20.75070, 6.08107], [-1.25235, -19.81446, 4.94036], [-0.72608, -19.47357, 8.57636], [-0.07606, -17.89439, 8.67892], [1.00170, -19.26829, 8.21725], [0.78178, -17.78133, 4.96035], [1.61024, -19.15032, 5.84937], [1.55869, -17.46221, 6.41434], [-8.16477, -15.06266, 8.38325], [-8.42293, -16.57490, 8.34175], [-9.26155, -17.07020, 7.32728], [-9.44610, -18.46557, 7.14589], [-8.55896, -19.34392, 7.78693], [-7.82897, -18.88224, 8.89097], [-7.19678, -19.91751, 9.78146], [-7.81435, -17.51348, 9.22076], [-7.27875, -17.04038, 10.46664], [-5.92114, -17.04726, 10.72007], [-5.37735, -17.73134, 11.95103], [-4.82717, -16.53373, 9.85297], [-3.72032, -17.52728, 9.63865], [-4.75121, -15.42038, 9.13604], [-4.82214, -14.05275, 9.62766], [-4.61204, -13.73597, 10.97190], [-3.85201, -14.67249, 11.93080], [-4.93303, -12.43256, 11.39834], [-5.30032, -11.43154, 10.51774], [-5.44028, -11.74384, 9.15702], [-5.14534, -13.00187, 8.69709], [-5.25521, -13.12351, 7.20908], [-7.44707, -14.82195, 7.60680], [-7.69826, -14.69187, 9.30953], [-9.04580, -14.44119, 8.15825], [-9.88958, -16.40452, 6.74368], [-10.12166, -18.87381, 6.44036], [-8.60501, -20.41465, 7.59866], [-7.86013, -20.80415, 9.77353], [-7.05959, -19.52879, 10.79862], [-6.21001, -20.26739, 9.43345], [-5.03229, -18.73285, 11.70429], [-6.24977, -17.84465, 12.59919], [-4.49772, -17.24148, 12.41745], [-4.19412, -18.46315, 9.38547], [-3.03165, -17.65217, 10.51224], [-3.14934, -17.26642, 8.72935], [-3.34137, -15.46544, 11.40642], [-4.52716, -15.08988, 12.73425], [-3.07176, -14.11467, 12.45880], [-4.88740, -12.27069, 12.47354], [-5.39929, -10.39690, 10.87182], [-5.74088, -10.91153, 8.47691], [-4.58398, -12.38335, 6.68924], [-6.33440, -12.88672, 6.95307], [-5.05077, -14.12786, 6.85701], [-9.93030, -17.34764, 14.94064], [-8.89309, -17.51465, 13.83091], [-7.51069, -17.06667, 14.37102], [-8.80399, -19.06916, 13.64608], [-9.38507, -16.52065, 12.26872], [-8.13090, -16.23434, 11.27959], [-9.76041, -14.72373, 12.73032], [-11.11896, -14.40330, 13.48021], [-9.80445, -13.95065, 11.37753], [-8.63712, -14.13769, 13.52792], [-10.95464, -17.38864, 11.47961], [-12.11255, -17.56184, 12.49299], [-11.49211, -16.54731, 10.30417], [-10.55894, -18.79624, 10.95041], [-9.73667, -18.11731, 15.69163], [-10.98592, -17.48935, 14.66330], [-9.89309, -16.31512, 15.43404], [-7.59042, -16.49767, 15.37798], [-7.02217, -16.39179, 13.64751], [-6.85112, -17.96900, 14.52629], [-8.43838, -19.54248, 14.55463], [-8.07085, -19.29093, 12.87855], [-9.72014, -19.53204, 13.28395], [-12.01652, -14.47821, 12.88034], [-11.08825, -13.31733, 13.76812], [-11.26894, -14.93290, 14.43960], [-10.46210, -14.38653, 10.57211], [-8.81494, -13.87302, 10.89125], [-10.16716, -12.92521, 11.52816], [-8.42320, -14.59946, 14.53281], [-8.88800, -13.06310, 13.69865], [-7.64071, -14.27438, 13.03745], [-12.30197, -16.66990, 13.11564], [-12.04747, -18.42061, 13.20825], [-13.03883, -17.80271, 11.90897], [-11.94579, -15.62320, 10.65686], [-12.25235, -17.09639, 9.71058], [-10.72247, -16.29935, 9.56973], [-11.21195, -19.56767, 11.37182], [-9.56323, -19.13994, 11.19825], [-10.72122, -18.83574, 9.87464]], "forces_ev_per_angstrom": [[-0.5, 0.3, 0.4], [0.1, 0.4, 0.0], [0.5, 1.5, 0.7], [-2.4, -0.9, 0.0], [2.5, 0.5, -0.4], [-0.4, -2.0, -0.4], [0.3, 0.8, 0.8], [-0.5, -0.6, 0.6], [-1.6, -1.2, -0.3], [2.1, 0.7, 0.9], [0.0, 1.4, 1.1], [-0.7, -0.4, -0.8], [-0.2, 0.2, 1.0], [-0.6, 0.7, -0.5], [-1.3, -0.1, 0.4], [-0.8, 0.3, 0.4], [-0.3, 0.0, -0.8], [0.5, -1.6, 0.0], [-0.3, 0.0, -0.1], [-0.4, -0.2, 0.2], [-0.5, -0.6, -0.1], [0.1, 0.0, -0.5], [0.7, 0.4, -0.5], [0.2, -0.4, 0.3], [0.4, 0.0, 0.0], [0.4, 0.3, 0.1], [-0.4, 0.6, 0.0], [-1.0, -0.1, -0.6], [0.2, 0.2, -0.9], [0.4, 0.7, 0.4], [0.9, -0.1, -0.1], [-0.2, -0.6, 0.2], [-0.3, 0.0, -0.5], [0.2, -0.1, 0.0], [0.7, -0.2, -0.8], [0.6, -0.2, -0.1], [-0.4, 0.0, 0.1], [0.2, -0.5, -0.1], [0.7, 0.4, -0.2], [0.3, -0.2, -0.4], [0.9, -0.3, 0.7], [-0.3, -0.5, 0.1], [0.3, 0.1, -0.2], [-0.4, 0.2, 0.1], [-0.1, -0.1, -1.1], [-0.4, 1.1, -0.2], [0.1, 0.1, 0.6], [0.1, -0.2, 0.5], [-0.3, 0.1, -0.5], [-0.4, -1.2, 0.7], [2.2, 0.7, 0.5], [-1.1, 0.9, 0.6], [0.3, 0.1, 0.2], [0.1, -0.4, 0.1], [-0.3, 1.0, -0.8], [0.3, 0.1, 0.2], [1.6, 0.7, -0.4], [-0.7, 0.0, 0.1], [-1.8, -0.1, 0.0], [0.4, -0.4, -0.1], [1.5, 1.1, 0.5], [-1.5, -0.7, -1.3], [0.4, -0.1, 0.3], [-1.3, 0.6, 0.8], [0.3, -0.5, 0.1], [-0.2, 0.1, 0.1], [0.4, 1.5, 1.0], [-0.2, -0.5, 0.3], [-0.9, 0.2, -0.6], [0.2, -0.1, -0.3], [-0.3, -0.4, -0.2], [0.0, -0.4, 0.2], [0.3, 0.2, 0.0], [-0.6, 0.0, -0.7], [0.0, 0.2, 0.0], [0.4, 0.4, 0.3], [-0.2, -0.3, -0.2], [-0.3, 0.3, 0.0], [0.0, -0.3, -0.2], [0.7, 0.0, 0.2], [-0.9, -0.1, 0.0], [0.1, -0.7, 0.2], [-0.6, 0.2, -0.7], [0.4, -0.1, 0.5], [-0.1, -0.3, -0.1], [0.7, 0.2, -0.9], [-0.2, 0.1, -0.1], [0.3, 0.3, -0.2], [-0.3, -0.5, -0.1], [0.4, -1.0, 0.4], [-0.7, -0.8, 0.5], [1.2, -0.2, -0.1], [0.2, 0.1, -0.1], [-0.8, 1.6, 1.1], [-0.6, -0.7, 0.7], [0.5, 0.6, 1.1], [0.2, 0.7, -1.3], [0.6, -0.9, -0.8], [-0.2, -0.1, 0.3], [-1.6, -0.1, -0.7], [0.7, 0.6, 0.6], [-0.1, 0.0, -1.3], [1.8, 0.2, 1.4], [0.3, -0.1, 0.7], [-0.9, -0.4, 0.4], [0.0, -0.1, -0.3], [-0.4, -0.1, 0.0], [0.1, 0.3, 0.2], [0.6, 0.0, -0.2], [0.1, -1.4, -0.6], [0.0, -1.0, -1.6], [0.0, -0.3, 0.5], [-0.6, 1.1, 0.0], [-0.2, 0.1, 0.2], [0.3, -0.1, -0.2], [-0.2, 0.1, 0.4], [0.0, -0.4, -0.3], [0.2, -0.8, -0.3], [0.2, 0.0, -0.6], [0.6, 0.4, 1.2], [-0.4, -0.1, 0.6], [0.0, -0.2, 0.3], [-0.8, 0.4, -0.8], [0.5, -0.7, -0.2], [-0.9, 0.5, -0.1], [0.0, -0.3, -0.5], [0.5, 0.6, -0.7], [0.6, 0.4, 0.4], [-0.1, 0.0, 0.0], [0.2, 0.0, 0.6], [0.1, 0.0, 0.2], [-0.1, 0.2, 0.1], [0.3, 0.3, -0.3], [0.4, 0.0, -0.1]]}